Entry from the OMol25 dataset: a 12-piece molecular cluster, C72H180N12O24 overall (ωB97M-V/def2-TZVPD).

XYZ file:
```
288
Properties=species:S:1:pos:R:3:forces:R:3:lowdin_charge:R:1
C -1.290432 -3.049920 2.759170 -0.23 0.60 1.21 -0.087
O -1.721662 -1.844890 2.101810 0.57 -1.24 1.98 -0.171
C -1.694362 -2.023190 0.739850 -0.82 0.97 -1.79 -0.243
C -2.166682 -0.683420 0.090200 -0.50 -0.63 -0.11 -0.210
N -1.064192 0.202740 -0.254500 -1.14 0.38 -1.08 -0.043
C -1.613492 1.517770 -0.748020 1.74 0.34 1.86 -0.166
C -0.497642 2.595890 -0.785870 -1.36 -1.56 -1.42 -0.207
O 0.202608 2.293780 -2.005200 1.27 0.90 1.48 -0.167
C 1.473118 2.939920 -2.063340 0.03 0.63 -0.87 -0.092
H -0.207232 -3.163390 2.802880 0.24 0.00 -0.70 0.073
H -1.777062 -3.968650 2.431710 -0.01 0.08 -0.73 0.082
H -1.547952 -3.009880 3.817550 -0.30 0.54 0.08 0.075
H -2.323902 -2.871830 0.472290 -0.49 -0.01 -0.22 0.099
H -0.710382 -2.318760 0.375820 0.44 0.33 -0.11 0.119
H -2.910032 -0.179640 0.708050 0.24 0.06 1.32 0.105
H -2.881512 -0.793140 -0.725320 0.76 -0.72 -0.99 0.105
H -0.533462 0.288580 0.600520 0.19 0.68 0.07 0.094
H -2.309422 1.935800 -0.020660 -0.66 -0.22 0.16 0.105
H -2.104082 1.454450 -1.719320 0.20 -0.36 0.04 0.122
H 0.070708 2.593490 0.144220 0.58 -0.32 -0.14 0.104
H -0.973012 3.575470 -0.836410 -0.04 0.25 -0.29 0.100
H 1.729628 2.986030 -3.121720 0.19 -0.15 0.05 0.066
H 2.319188 2.539160 -1.505080 -0.28 -1.03 0.11 0.070
H 1.486878 3.974390 -1.720160 -0.69 0.34 0.00 0.069
C 3.082758 -5.081620 1.869880 0.55 0.60 -0.81 -0.083
O 3.794638 -4.866860 3.088980 -1.85 -0.91 -1.37 -0.146
C 3.939688 -3.522150 3.308260 2.77 1.28 2.44 -0.261
C 4.611618 -3.465290 4.682870 0.12 -1.47 0.25 -0.268
N 4.840958 -2.144400 5.098600 -1.20 2.16 0.98 -0.080
C 4.934418 -2.028800 6.561600 1.02 1.24 -0.53 -0.167
C 4.785398 -0.478500 6.981700 -0.94 -1.75 0.53 -0.141
O 3.384768 -0.091420 7.034260 0.46 -0.53 -1.00 -0.253
C 3.245498 1.247950 7.486820 -0.71 -0.75 -0.14 -0.102
H 3.602948 -4.494310 1.113190 0.32 -0.23 -0.47 0.074
H 2.082728 -4.652930 1.804570 -0.38 -0.12 0.81 0.076
H 3.044438 -6.121400 1.545120 0.21 0.00 0.52 0.091
H 3.110018 -2.836390 3.479990 -1.14 -0.58 -0.70 0.118
H 4.646418 -2.990290 2.671270 -0.12 -0.27 -0.96 0.127
H 5.557858 -3.991960 4.806790 0.07 -0.40 -0.70 0.132
H 3.915628 -3.991430 5.336230 -0.21 -0.27 0.42 0.102
H 3.943008 -1.694200 4.993130 -0.27 0.73 -0.88 0.082
H 5.910288 -2.462840 6.779260 0.34 0.59 0.64 0.113
H 4.246988 -2.735760 7.026100 -0.56 0.44 0.51 0.102
H 5.317988 0.182440 6.297870 0.13 -0.21 -0.19 0.115
H 5.159058 -0.338430 7.996020 0.39 -0.06 0.07 0.109
H 3.322208 1.175360 8.571690 0.97 0.93 0.14 0.094
H 2.238288 1.642070 7.351550 -0.35 -0.60 -0.41 0.079
H 3.855048 1.897310 6.858430 0.62 0.28 0.78 0.087
C -4.592692 2.000200 5.038640 0.58 1.29 1.38 -0.143
O -4.399862 1.256130 6.216640 1.15 -0.92 1.64 -0.219
C -3.061642 0.608490 6.274070 -1.09 -0.40 -1.66 -0.159
C -2.820022 -0.455070 7.422140 0.73 1.12 -1.03 -0.142
N -1.574962 -1.260230 7.203690 -1.14 -0.71 -1.02 -0.060
C -0.265882 -0.671880 7.336270 -0.41 0.59 1.44 -0.196
C 0.719098 -1.717220 7.979150 0.58 1.00 -1.48 -0.190
O 0.681278 -2.917310 7.278120 0.19 -2.67 -1.50 -0.220
C 1.322768 -2.917670 5.979420 -0.76 1.30 0.35 -0.049
H -4.841632 1.448460 4.132160 -0.15 -0.18 0.13 0.087
H -3.724942 2.642000 4.886300 0.51 -0.19 -0.55 0.077
H -5.302672 2.758390 5.369080 -0.76 -0.31 -0.68 0.087
H -2.249642 1.332300 6.204440 -0.07 0.52 0.55 0.105
H -3.120352 0.235700 5.251480 1.02 -1.35 0.10 0.103
H -3.739442 -1.035850 7.496030 0.46 -0.47 0.08 0.110
H -2.710742 0.144310 8.325970 -0.14 0.04 0.44 0.097
H -1.488942 -2.121850 7.723600 -1.24 0.16 -0.01 0.043
H -0.460562 0.158140 8.015440 0.91 0.53 0.49 0.106
H 0.098598 -0.211970 6.417720 0.28 -0.32 -0.19 0.104
H 0.523938 -2.012300 9.010140 -0.41 0.51 0.09 0.126
H 1.760188 -1.413730 7.869070 -0.07 0.89 0.55 0.095
H 1.282238 -3.836140 5.393880 -0.49 -0.45 0.82 0.094
H 2.377038 -2.643760 6.019140 -0.04 0.20 0.41 0.046
H 0.784268 -2.166870 5.401140 0.20 0.15 -0.41 0.085
C -3.865082 -5.339620 5.467370 -1.72 -1.28 0.13 -0.128
O -3.398632 -5.437810 6.773060 -0.12 0.45 0.62 -0.146
C -2.421962 -4.481920 6.958390 2.01 1.86 0.32 -0.277
C -2.001552 -4.311380 8.385710 -0.01 -0.81 0.32 -0.242
N -3.013792 -3.572170 9.116760 0.24 -0.08 0.09 -0.046
C -2.696402 -3.531330 10.570200 -0.87 -0.24 -1.28 -0.161
C -3.341782 -2.320700 11.281820 -0.28 -0.34 0.62 -0.225
O -4.751242 -2.384610 11.298030 -2.32 -0.94 1.40 -0.218
C -5.407692 -1.911500 12.562460 2.31 0.25 -1.36 -0.052
H -4.607752 -4.551400 5.343840 0.47 0.75 -0.13 0.092
H -4.505362 -6.219920 5.410780 0.22 -0.40 -0.76 0.081
H -3.068932 -5.337120 4.722910 -0.02 0.06 -0.10 0.087
H -2.662762 -3.441130 6.741910 -0.89 -0.08 -1.14 0.108
H -1.540332 -4.744030 6.373450 0.25 -0.02 -0.24 0.129
H -1.064392 -3.767340 8.503400 0.22 -0.60 -0.36 0.093
H -1.934132 -5.355980 8.689650 0.59 -0.26 0.96 0.127
H -3.803672 -4.165880 8.907740 -0.92 0.48 0.71 0.109
H -1.612412 -3.612340 10.650880 0.18 0.89 0.17 0.109
H -2.978712 -4.511110 10.955440 -0.57 0.16 0.82 0.117
H -3.170882 -1.345980 10.824870 1.04 -0.12 -0.27 0.117
H -3.021442 -2.316350 12.323670 0.52 0.11 0.11 0.106
H -6.490442 -2.036600 12.572140 0.30 0.02 -0.57 0.083
H -5.059152 -0.881740 12.641330 -0.76 0.46 0.05 0.076
H -4.976272 -2.348070 13.463230 0.03 -0.76 -0.13 0.071
C 7.298418 -2.244890 -2.225710 -0.30 -0.69 1.13 -0.084
O 6.244778 -1.895560 -1.293570 2.24 1.23 0.24 -0.195
C 5.034188 -1.432940 -1.809150 -1.10 -2.32 -1.01 -0.231
C 4.031668 -1.300300 -0.677690 0.73 0.39 1.18 -0.200
N 3.998408 0.122000 -0.244560 -2.51 -1.51 0.38 -0.023
C 2.782348 0.293300 0.654970 2.05 2.35 -0.34 -0.161
C 2.855078 1.705340 1.257720 -1.02 0.60 0.79 -0.228
O 3.738088 1.806610 2.367160 0.98 -1.63 -0.89 -0.182
C 3.492998 2.846440 3.226990 -0.12 0.98 0.49 -0.140
H 7.291408 -1.907260 -3.262080 -0.81 0.39 0.06 0.071
H 7.296458 -3.334860 -2.217350 0.20 -0.15 -0.37 0.083
H 8.256248 -1.926680 -1.814120 -0.12 0.14 0.19 0.083
H 4.794868 -2.275470 -2.457970 -1.08 0.04 -0.55 0.117
H 5.058098 -0.555760 -2.455750 0.30 0.33 0.39 0.095
H 4.306008 -1.914380 0.180060 1.53 -0.11 0.30 0.096
H 3.085068 -1.840060 -0.650920 -0.85 0.96 -1.78 0.116
H 4.864948 0.230390 0.262830 -0.10 0.43 0.51 0.107
H 2.682198 -0.384630 1.502610 0.30 -0.43 0.01 0.114
H 1.857468 0.262920 0.078990 0.22 -0.24 -0.41 0.101
H 1.848438 1.981920 1.571220 -0.49 -0.27 0.62 0.098
H 3.029308 2.559750 0.603720 0.64 -0.38 -0.79 0.107
H 4.294048 3.012950 3.947200 0.21 -0.85 0.13 0.084
H 2.564338 2.639790 3.758960 -0.27 0.51 0.17 0.092
H 3.507868 3.817900 2.732880 -0.71 0.21 -0.43 0.075
C -7.296262 -1.476000 -4.635670 0.57 -1.77 -1.04 -0.043
O -6.657282 -2.325310 -5.625660 -0.52 -1.23 0.95 -0.210
C -6.373342 -1.871860 -6.876660 0.81 0.91 -1.61 -0.266
C -5.719982 -2.967600 -7.778720 0.78 1.18 0.29 -0.182
N -4.305772 -2.971200 -7.323510 -0.46 -0.77 0.44 -0.071
C -3.678062 -4.298860 -7.579240 -1.74 1.80 -0.98 -0.198
C -2.208472 -4.176650 -7.732090 1.26 -1.65 1.03 -0.232
O -1.714152 -4.289280 -6.398360 1.26 0.64 1.44 -0.204
C -0.286302 -4.127730 -6.288030 -0.45 0.91 -1.01 -0.097
H -6.512892 -1.296980 -3.899210 -0.52 0.33 0.22 0.069
H -8.027072 -2.233570 -4.352620 -0.38 0.80 1.13 0.094
H -7.790152 -0.584660 -5.022560 0.21 0.03 -0.21 0.088
H -5.572732 -1.144160 -6.744090 0.23 0.56 -0.56 0.115
H -7.199072 -1.323590 -7.330160 -0.41 -0.27 -0.27 0.116
H -5.635332 -2.693370 -8.830260 -0.64 0.48 -0.11 0.109
H -6.186512 -3.952530 -7.797680 -0.31 -0.10 0.67 0.109
H -4.428482 -2.800890 -6.335560 0.79 -0.24 0.42 0.086
H -4.143902 -4.498570 -8.544230 0.36 -0.81 -0.22 0.111
H -4.041922 -5.011250 -6.838820 0.52 -0.39 -0.09 0.127
H -1.877732 -3.319230 -8.318210 -0.19 0.54 0.45 0.126
H -1.729662 -5.037790 -8.198230 -0.43 -0.35 -0.78 0.113
H 0.236888 -4.325920 -5.352560 -1.09 -0.75 0.42 0.081
H -0.059482 -3.069360 -6.416520 0.12 0.21 -0.52 0.080
H 0.196078 -4.709260 -7.073670 0.19 -0.04 -0.11 0.078
C -0.844152 2.248110 -5.969230 -1.25 -0.83 -1.15 -0.073
O -0.345272 2.580450 -7.287150 0.65 0.45 1.93 -0.208
C -1.207092 2.479280 -8.384510 -0.70 -0.50 -0.51 -0.224
C -1.985272 3.780310 -8.727510 0.53 -0.59 0.51 -0.212
N -1.280262 4.710180 -9.538420 1.18 2.31 -0.19 -0.089
C -0.194782 5.535820 -8.947520 1.11 -0.04 -2.36 -0.156
C 0.502568 6.391170 -10.111970 -1.42 -1.59 -0.51 -0.175
O 1.275078 5.458360 -10.908430 -0.09 -1.22 0.56 -0.235
C 1.542118 5.613790 -12.310360 -0.37 1.83 1.18 -0.092
H -0.132612 2.335860 -5.148180 0.28 0.43 -0.57 0.077
H -1.203862 1.219190 -5.975380 0.44 -0.56 -0.11 0.078
H -1.791382 2.726880 -5.720960 0.17 0.95 0.02 0.078
H -1.902972 1.645590 -8.290610 -0.33 -0.18 0.44 0.112
H -0.541882 2.141920 -9.179350 -0.05 0.44 -0.47 0.120
H -2.219532 4.198640 -7.748630 -0.15 0.42 -0.02 0.115
H -2.921752 3.689460 -9.277830 -0.23 -1.03 0.37 0.112
H -0.926412 4.286580 -10.384270 0.04 -0.14 0.00 0.103
H 0.632368 4.890970 -8.650730 -0.01 0.11 0.99 0.103
H -0.569232 6.243150 -8.207520 0.02 -0.37 0.23 0.114
H 1.075748 7.247090 -9.755640 0.27 -0.20 0.11 0.110
H -0.344942 6.735120 -10.704860 0.01 0.41 -0.29 0.104
H 1.908208 4.734610 -12.840550 -0.04 -0.35 0.82 0.081
H 2.305098 6.392130 -12.322610 0.13 0.11 -0.80 0.080
H 0.648898 5.956100 -12.832940 -0.11 0.14 -0.11 0.078
C 3.033618 8.743330 2.656650 0.94 2.46 0.03 -0.130
O 2.348818 8.164110 1.571340 -0.12 1.48 1.82 -0.166
C 2.832248 6.909510 1.354460 -0.90 -1.99 -1.27 -0.256
C 2.000078 6.221740 0.242780 -0.01 -1.40 -0.37 -0.152
N 0.856348 5.317750 0.638080 0.16 1.36 1.67 -0.036
C -0.244962 6.010580 1.370170 0.06 -0.98 -0.97 -0.185
C -1.116982 6.890640 0.471110 -0.74 0.20 1.47 -0.253
O -1.594502 6.184400 -0.654290 -1.65 0.95 -1.41 -0.203
C -2.923462 6.705620 -1.188910 1.61 -0.24 0.21 -0.037
H 3.083938 8.367230 3.678470 -1.39 -1.02 -0.02 0.089
H 2.743518 9.793040 2.701720 -0.58 -0.07 0.20 0.088
H 4.108928 8.882760 2.545440 0.53 -0.48 -1.15 0.081
H 2.791678 6.309990 2.263870 -0.08 -0.30 0.22 0.117
H 3.874988 6.958120 1.040740 0.20 -0.06 -0.20 0.111
H 2.761898 5.598580 -0.225640 -0.21 -0.44 -0.22 0.089
H 1.687828 6.877110 -0.570290 0.13 0.72 0.27 0.112
H 0.331258 4.929630 -0.132470 0.81 0.04 -0.66 0.035
H 0.102738 6.510610 2.274150 0.10 0.32 -0.26 0.115
H -0.939502 5.239790 1.704230 0.17 -0.39 0.20 0.107
H -0.608032 7.839400 0.301040 -0.09 0.14 -0.74 0.118
H -2.019062 7.064410 1.057770 0.04 0.67 0.46 0.112
H -3.781332 6.246580 -0.697550 0.30 -0.53 -0.01 0.079
H -2.915292 6.569210 -2.270310 0.03 -0.68 0.18 0.078
H -3.118292 7.775300 -1.111970 0.82 0.28 0.61 0.076
C 6.264868 13.280260 -0.504180 0.60 -1.07 0.93 -0.127
O 5.307808 12.353590 -1.009980 -0.55 0.57 0.60 -0.195
C 4.614508 11.600280 0.028460 -1.29 0.19 -1.98 -0.177
C 3.652418 10.588140 -0.696510 1.70 -0.09 -0.72 -0.183
N 4.482028 9.526280 -1.327150 -1.08 -0.18 0.23 -0.045
C 3.750308 8.844730 -2.401060 0.13 0.56 -0.04 -0.211
C 4.410168 7.488320 -2.702450 0.15 0.93 0.92 -0.171
O 4.804828 6.955830 -1.398040 0.39 -1.73 -2.08 -0.241
C 5.630218 5.758170 -1.574840 0.12 0.90 1.12 -0.073
H 6.817638 12.760820 0.278590 0.56 -0.27 0.04 0.070
H 5.968658 14.170230 0.051070 -1.13 0.24 -0.41 0.077
H 6.990698 13.593830 -1.254480 -0.39 -0.27 -0.33 0.084
H 3.885288 12.222760 0.546980 0.52 0.57 0.59 0.109
H 5.384748 11.169420 0.668130 -0.33 -0.33 0.22 0.112
H 3.066398 11.088590 -1.467370 0.72 0.65 -0.48 0.110
H 2.784128 10.230930 -0.142800 0.45 -0.45 1.11 0.099
H 4.565438 8.755130 -0.680250 0.50 0.31 0.72 0.074
H 3.760928 9.533390 -3.245880 0.04 -0.34 -0.46 0.118
H 2.701118 8.751060 -2.120820 -0.36 -0.47 0.04 0.100
H 5.281828 7.656270 -3.334990 0.38 -0.04 0.23 0.116
H 3.760428 6.832820 -3.282320 -0.26 -0.27 0.36 0.117
H 6.111068 5.579580 -0.613070 -0.20 0.05 0.22 0.080
H 6.471738 5.924820 -2.247280 -0.29 0.17 -0.44 0.084
H 5.103498 4.837920 -1.827420 -0.41 0.26 -0.36 0.076
C 9.005108 0.868700 -5.472000 -1.03 0.94 1.22 -0.056
O 7.812278 1.688350 -5.231160 0.41 -0.82 -0.48 -0.194
C 7.264178 1.492440 -3.928240 0.71 -0.62 -0.06 -0.243
C 5.800208 1.632000 -3.921110 -1.04 0.06 -2.03 -0.270
N 5.434418 2.821220 -4.624780 -2.33 1.79 -0.47 -0.049
C 4.016938 2.980740 -5.164150 1.04 -0.74 -1.15 -0.142
C 3.803898 2.641910 -6.730540 1.33 2.48 2.56 -0.141
O 4.386008 3.879020 -7.404620 -0.49 -3.59 -1.49 -0.198
C 4.689058 3.389880 -8.766410 0.27 -0.26 0.84 -0.112
H 9.211208 0.685280 -6.526500 -0.27 0.61 0.02 0.085
H 8.874528 -0.107150 -5.004290 0.00 -0.10 0.10 0.069
H 9.790408 1.416540 -4.951150 0.56 -0.37 -0.34 0.087
H 7.624268 2.189030 -3.171130 0.93 -0.10 -0.05 0.131
H 7.374168 0.432150 -3.700690 0.78 0.07 0.78 0.094
H 5.427788 1.588740 -2.897620 -0.16 -0.01 0.03 0.114
H 5.470628 0.777150 -4.511630 -0.68 -0.62 0.23 0.115
H 6.126398 3.158280 -5.278740 -0.10 -0.26 -0.06 0.098
H 3.688108 4.016220 -5.076190 0.07 0.01 0.29 0.094
H 3.353778 2.332910 -4.590880 0.06 0.03 0.16 0.089
H 2.749008 2.525570 -6.979090 -0.03 0.23 -0.09 0.103
H 4.328868 1.699610 -6.887290 0.40 0.23 -0.72 0.106
H 3.878838 2.803900 -9.200320 -0.69 0.68 -0.07 0.074
H 5.449568 2.609380 -8.743220 0.59 0.14 0.46 0.069
H 5.059738 4.155200 -9.448310 -0.41 0.32 0.37 0.080
C -6.318852 -2.099210 -1.303110 0.95 0.80 0.39 -0.120
O -5.382502 -2.486120 -2.271980 -1.28 1.76 -1.23 -0.226
C -4.601492 -3.604640 -2.063590 0.79 0.27 1.02 -0.226
C -5.465562 -4.789380 -1.632740 1.92 -0.06 0.71 -0.154
N -4.573702 -5.922360 -1.180470 -0.33 1.15 -0.14 -0.043
C -4.375292 -6.985490 -2.101010 -2.32 0.31 -2.05 -0.171
C -5.816192 -7.636550 -2.363350 1.29 -1.72 0.17 -0.168
O -5.942852 -8.435860 -1.214550 -0.08 0.60 1.62 -0.238
C -6.906822 -9.410380 -1.186300 -0.69 -1.38 -0.19 -0.142
H -5.813552 -2.080600 -0.337490 -0.41 -1.04 0.67 0.085
H -7.268252 -2.623820 -1.410490 0.07 -0.11 0.54 0.098
H -6.482052 -1.022360 -1.346200 -0.31 0.12 -0.94 0.086
H -3.859782 -3.349710 -1.306640 0.18 -0.31 0.56 0.099
H -4.017462 -3.623580 -2.983720 -0.16 -1.04 -0.18 0.132
H -6.164442 -4.829200 -2.468240 -0.30 -1.32 -0.03 0.122
H -6.016502 -4.484420 -0.743030 -0.06 0.00 -0.15 0.089
H -4.896952 -6.402750 -0.352920 -0.55 0.66 0.36 0.064
H -3.671122 -7.708430 -1.689210 -0.34 -0.22 -0.12 0.117
H -3.989502 -6.608280 -3.048110 0.19 0.04 -0.07 0.110
H -5.873492 -8.353200 -3.182630 0.47 0.07 -0.72 0.107
H -6.726592 -7.045420 -2.462560 0.47 0.93 0.00 0.116
H -6.774042 -9.988170 -0.271630 0.50 -0.39 -0.25 0.086
H -6.847652 -9.993310 -2.105420 0.34 -0.71 0.02 0.085
H -7.980152 -9.227120 -1.136410 -0.27 1.51 -0.03 0.084
C -1.007602 -9.825160 4.442440 0.07 1.40 -0.17 -0.068
O -1.093942 -8.452880 3.873720 -0.07 -2.40 1.39 -0.204
C -1.316652 -8.508280 2.500910 -1.74 1.55 -0.35 -0.228
C -2.788002 -8.924130 2.089490 0.07 -1.06 -0.41 -0.211
N -3.822962 -7.954980 2.350990 -0.57 2.44 0.80 -0.080
C -5.305832 -8.279530 2.129340 2.23 0.73 -0.10 -0.129
C -6.365182 -7.175280 2.461390 1.44 0.49 0.06 -0.159
O -6.447742 -6.012490 1.605720 -1.19 -0.85 -0.18 -0.181
C -5.526242 -4.990730 1.834210 2.40 -0.75 1.30 -0.134
H -0.841302 -10.643490 3.741890 -0.18 0.38 -0.73 0.080
H -1.955312 -10.023610 4.943000 0.33 -0.08 0.42 0.083
H -0.107632 -9.850620 5.056860 -0.44 0.19 0.54 0.082
H -0.466732 -9.060940 2.100530 -0.52 -0.20 -0.92 0.119
H -1.314632 -7.450160 2.239210 0.60 0.09 -0.61 0.113
H -3.035902 -9.830750 2.641480 0.13 -0.75 -0.19 0.098
H -2.870452 -9.089600 1.015280 0.54 -0.56 -0.11 0.112
H -3.648022 -7.644970 3.296180 -0.49 0.32 0.32 0.082
H -5.463482 -9.124720 2.799340 -0.86 -0.44 -0.40 0.110
H -5.321892 -8.473630 1.056880 -0.53 -0.61 0.11 0.087
H -6.157882 -6.831760 3.474870 -0.03 0.16 0.28 0.101
H -7.346422 -7.649060 2.489670 0.02 0.07 -0.36 0.120
H -5.739212 -3.945170 1.611610 -0.96 -0.41 -0.61 0.088
H -4.576082 -5.290270 1.391970 0.16 0.43 -0.58 0.073
H -5.211472 -4.971910 2.877600 -0.39 0.05 0.60 0.064
```
Forces are in eV/Å.

Values from the calculation:
Spin multiplicity: 1
Max |F|, Eh/bohr: 0.0761
Orbital gap, eV: 8.5
Energy relative to the best compared isomer or geometry (same formula, charge and spin), eV: 13.2278
Structure (SMILES): COCCNCCOC.COCCNCCOC.COCCNCCOC.COCCNCCOC.COCCNCCOC.COCCNCCOC.COCCNCCOC.COCCNCCOC.COCCNCCOC.COCCNCCOC.COCCNCCOC.COCCNCCOC
Net charge: 0
DFT total energy, Ha: -5313.0074